The following is a DFT calculation (wB97M-V/def2-TZVPD) of the ion C5H12NO with charge +1 at a distorted geometry.

Cartesian coordinates (Å):
H -1.48 -0.05 1.48
H 1.30 1.14 1.25
C -0.69 0.60 1.35
H -0.31 1.88 -0.49
C 1.17 -0.93 0.62
N -0.93 -0.24 -2.33
H -1.41 0.65 -2.54
H 2.16 -1.20 0.95
H 1.60 0.05 -1.18
H -1.46 -1.03 -2.64
H 0.65 -1.85 0.94
H 1.05 -0.24 2.57
H 1.05 -1.69 -1.26
H -1.93 1.19 -0.21
C 0.90 -0.64 -0.85
C -0.88 0.97 -0.15
O -0.57 -0.25 -1.00
H -1.01 1.38 1.94
C 0.79 0.25 1.56

Results
- LUMO level: -2.81 eV
- HOMO-LUMO gap: 12.528 eV
- E: -327.30472 hartree
- Relative energy (zero: lowest compared OMol25 entry of this formula, charge and spin): 97.2 kcal per mole
- Max |F|: 0.0923 Eh/bohr
- Total charge: +1

Atom charges from the Mulliken analysis, given in e for atoms 1 to 4: atom 1 (H): 0.43, atom 2 (H): 0.32, atom 3 (C): -0.86, atom 4 (H): 0.39